[1]
Formula: C42H39BrN2O10P2Pt
Source: OMol25
Level of theory: ωB97M-V/def2-TZVPD

```
! wB97M-V def2-TZVPD RIJCOSX def2/J DEFGRID3
* xyz 0 1
Pt 0.63 -0.28 0.43
O -1.17 -1.04 0.56
C -1.52 -2.38 0.25
C -0.27 -3.14 -0.22
C 0.27 -2.46 -1.44
C 0.22 -3.10 -2.67
C 0.60 -2.43 -3.82
C 1.03 -1.12 -3.72
C 1.07 -0.51 -2.48
C 1.47 0.90 -2.28
C 0.27 1.76 -1.83
O -0.34 1.24 -0.64
C 0.71 3.23 -1.64
C -0.27 4.18 -1.39
C 0.04 5.52 -1.26
C 1.36 5.94 -1.42
C 2.34 5.01 -1.69
C 2.02 3.66 -1.79
C -0.80 1.81 -2.93
C -0.44 2.05 -4.26
C -1.40 2.19 -5.25
C -2.75 2.13 -4.92
C -3.12 1.92 -3.60
C -2.15 1.76 -2.62
N 0.71 -1.18 -1.38
C -2.16 -2.95 1.51
C -3.39 -2.42 1.89
C -3.99 -2.81 3.08
C -3.38 -3.76 3.88
C -2.16 -4.30 3.50
C -1.55 -3.90 2.32
C -2.50 -2.42 -0.92
C -3.24 -3.58 -1.16
C -4.03 -3.70 -2.29
C -4.09 -2.66 -3.21
C -3.36 -1.50 -2.98
C -2.57 -1.38 -1.84
H 0.46 -3.14 0.58
H -0.52 -4.17 -0.47
H -0.15 -4.11 -2.71
H 0.55 -2.92 -4.78
H 1.32 -0.55 -4.59
H 2.23 0.96 -1.50
H 1.90 1.30 -3.19
H -1.32 3.88 -1.34
H -0.74 6.25 -1.07
H 1.61 6.99 -1.34
H 3.37 5.32 -1.79
H 2.83 2.96 -1.94
H 0.60 2.16 -4.53
H -1.09 2.37 -6.27
H -3.50 2.25 -5.69
H -4.17 1.88 -3.33
H -2.45 1.59 -1.59
H -3.88 -1.69 1.26
H -4.94 -2.38 3.37
H -3.84 -4.07 4.81
H -1.67 -5.04 4.12
H -0.59 -4.30 2.06
H -3.20 -4.40 -0.45
H -4.59 -4.61 -2.46
H -4.70 -2.75 -4.10
H -3.39 -0.68 -3.69
H -1.99 -0.49 -1.65
N -0.53 2.95 1.35
C 0.48 2.59 2.41
C 0.60 3.79 3.34
P 2.18 2.26 1.66
O 2.98 1.74 2.94
O 2.67 3.57 1.21
O 2.22 1.07 0.68
P -0.17 1.07 3.25
O -1.70 0.99 2.73
O -0.01 1.13 4.69
O 0.53 -0.02 2.43
H -0.34 2.52 0.41
H -0.66 3.96 1.29
H -1.43 2.52 1.61
H 1.04 4.64 2.81
H 1.23 3.53 4.19
H -0.37 4.06 3.75
H 3.44 2.46 3.38
H -1.81 0.22 2.13
Br 7.62 -1.66 4.72
C 5.91 -1.83 3.93
C 5.58 -1.04 2.84
C 4.33 -1.17 2.26
C 3.41 -2.07 2.78
C 3.76 -2.86 3.88
C 5.01 -2.74 4.46
C 2.04 -2.22 2.21
O 1.18 -2.83 2.79
O 1.90 -1.70 0.99
H 6.30 -0.33 2.45
H 4.06 -0.57 1.40
H 3.03 -3.54 4.28
H 5.29 -3.35 5.31
*
```

Properties
* HOMO: -0.322 Ha
* Kohn-Sham gap: 8.10 eV
* energy relative to the best compared isomer or geometry (same formula, charge and spin): 0.000 eV
* maximum force: 0.0106 Eh/bohr

These are the Mulliken partial charges, in e, on atoms 1 to 2: 3.423, -0.308


[2]
Formula: C5H9NO
Source: OMol25
Level of theory: ωB97M-V/def2-TZVPD

```
! wB97M-V def2-TZVPD RIJCOSX def2/J DEFGRID3
* xyz -1 2
O 0.24 1.75 0.89
C 0.25 0.60 1.39
C 0.40 -0.59 0.54
C 0.39 -0.35 -1.02
C -0.99 -0.07 -1.61
C -2.09 0.52 -0.99
N 1.51 -1.62 0.75
H 0.23 0.47 2.47
H -0.65 -0.89 0.76
H 0.87 -1.15 -1.59
H 1.22 0.45 -0.96
H -1.14 -0.19 -2.65
H -2.99 0.87 -1.59
H -2.14 0.30 0.04
H 2.01 -1.95 -0.06
H 2.25 -1.27 1.35
*
```

Properties
* ⟨S²⟩: 0.7536
* HOMO (spin up / spin down): 0.018 / -0.126 Ha
* Kohn-Sham gap (spin up / spin down): 3.79 / 7.64 eV
* energy relative to the best compared isomer or geometry (same formula, charge and spin): 2.415 eV
* maximum force: 0.0694 Eh/bohr

These are the Mulliken partial charges, in e, on atoms 1 to 2: -0.670, -0.533